{"formula": "C33H32IrN4P2", "method": "ωB97M-V/def2-TZVPD", "symbols": ["Ir", "N", "C", "C", "N", "C", "C", "N", "C", "C", "N", "H", "H", "H", "H", "H", "H", "C", "C", "P", "C", "C", "C", "C", "C", "C", "C", "C", "C", "C", "C", "C", "C", "P", "C", "C", "C", "C", "C", "C", "C", "C", "C", "C", "C", "C", "H", "H", "H", "H", "H", "H", "H", "H", "H", "H", "H", "H", "H", "H", "H", "H", "H", "H", "H", "H", "H", "H", "H", "H", "H", "H"], "xyz": [[0.342, -0.357, 0.367], [4.423, -1.219, 0.990], [4.595, -1.298, -0.355], [3.361, -1.120, -0.921], [2.444, -0.950, 0.064], [3.112, -1.006, 1.227], [2.411, -0.861, 2.462], [1.101, -0.586, 2.462], [0.713, -0.535, 3.759], [1.797, -0.778, 4.561], [2.853, -0.978, 3.731], [5.167, -1.312, 1.667], [5.544, -1.489, -0.811], [3.104, -1.106, -1.960], [-0.299, -0.337, 4.045], [1.890, -0.820, 5.627], [3.795, -1.165, 4.045], [-2.405, 1.854, -1.025], [-2.890, 0.633, -0.232], [-1.894, -0.934, -0.303], [-2.683, -1.964, 0.983], [-4.069, -2.089, 1.090], [-4.603, -2.775, 2.166], [-3.771, -3.347, 3.119], [-2.390, -3.248, 2.996], [-1.849, -2.587, 1.911], [-2.321, -1.760, -1.867], [-3.152, -1.177, -2.827], [-3.336, -1.808, -4.044], [-2.705, -3.019, -4.311], [-1.895, -3.614, -3.349], [-1.709, -2.996, -2.128], [-1.402, 2.742, -0.280], [0.276, 1.969, -0.272], [0.917, 2.161, -1.960], [0.843, 1.037, -2.789], [1.255, 1.113, -4.106], [1.752, 2.312, -4.601], [1.835, 3.428, -3.778], [1.428, 3.360, -2.454], [1.366, 2.654, 0.984], [0.866, 2.911, 2.265], [1.745, 3.049, 3.321], [3.114, 2.946, 3.109], [3.615, 2.726, 1.831], [2.747, 2.563, 0.769], [-3.280, 2.474, -1.235], [-1.981, 1.556, -1.988], [-3.901, 0.362, -0.550], [-2.959, 0.890, 0.828], [-4.731, -1.666, 0.351], [-5.675, -2.872, 2.241], [-4.205, -3.900, 3.941], [-1.734, -3.694, 3.730], [-0.771, -2.542, 1.785], [-3.657, -0.243, -2.645], [-3.976, -1.355, -4.788], [-2.864, -3.509, -5.262], [-1.410, -4.555, -3.561], [-1.083, -3.458, -1.376], [-1.728, 2.916, 0.748], [-1.303, 3.713, -0.783], [0.464, 0.097, -2.381], [1.190, 0.249, -4.750], [2.083, 2.374, -5.626], [2.212, 4.358, -4.173], [1.504, 4.230, -1.816], [-0.195, 3.017, 2.433], [1.365, 3.237, 4.313], [3.792, 3.048, 3.940], [4.681, 2.674, 1.669], [3.122, 2.374, -0.227]], "mulliken_spin": [2.282, 0.012, 0.202, 0.132, 0.113, 0.054, 0.103, 0.130, 0.162, 0.213, 0.010, -0.002, 0.003, 0.010, 0.004, 0.000, -0.001, 0.020, 0.018, 0.210, -0.104, 0.003, 0.005, 0.000, 0.026, 0.066, -0.035, 0.002, 0.000, 0.012, 0.007, 0.028, 0.029, 0.125, -0.050, 0.053, 0.019, 0.003, 0.000, -0.007, 0.052, 0.035, -0.008, 0.031, -0.016, 0.009, 0.004, -0.002, 0.005, 0.014, 0.001, 0.000, 0.000, 0.001, -0.009, 0.001, 0.000, 0.000, 0.000, 0.005, 0.006, 0.002, 0.002, 0.001, 0.000, 0.000, 0.002, 0.000, 0.002, 0.002, 0.000, 0.002], "spin_multiplicity": 5, "s_squared": 6.04, "orbital_gap_ev": [5.870, 3.050], "total_charge": 3, "max_force_ev_per_a": 1.93, "homo_ev": [-15.4579, -16.1720]}